Record 1
Below is C10H10N2O in the gas phase, with properties calculated with ωB97M-V/def2-TZVPD.

Values from the calculation:
- spin multiplicity = 1
- LUMO level (eV) = -0.3283
- E_tot (eV) = -15554.2133

Atoms and positions in Å:
C  -4.2202  -0.0803  -0.0535
O  -3.0367  0.5896  -0.1136
C  -1.8518  0.1335  -0.0186
C  -1.6914  -1.1528  0.1241
C  -0.3133  -1.5695  0.0678
C  0.7499  -0.6351  -0.0488
N  2.0149  -1.0790  0.1138
C  2.9690  -0.1225  0.0529
N  4.3332  -0.6535  -0.4433
C  2.7986  1.2638  -0.0189
C  1.4896  1.6518  0.2943
C  0.4115  0.7835  -0.0192
C  -0.9275  0.9962  -0.3666
H  -4.9900  0.7274  -0.0365
H  -4.1576  -0.5824  -0.9025
H  -3.9197  -0.5502  0.9965
H  -2.3398  -2.1435  -0.2056
H  0.0489  -2.6042  0.2498
H  4.2017  -1.4956  0.0321
H  5.0000  -0.1675  0.3169
H  3.5136  1.9920  -0.1920
H  1.4686  2.7869  0.7174
H  -1.5512  1.9113  -0.5465

natural (NBO) population analysis, charges in e, atoms 1 to 6: number 1, C, carries -0.24; number 2, O, carries -0.50; number 3, C, carries 0.26; number 4, C, carries -0.31; number 5, C, carries -0.15; number 6, C, carries 0.12

Record 2
Below is C10H10N2O2 in the gas phase, with properties calculated with ωB97M-V/def2-TZVPD.

Values from the calculation:
- spin multiplicity = 1
- LUMO level (eV) = 0.1217
- E_tot (eV) = -17599.1275

Atoms and positions in Å:
C  -0.8282  1.4663  -3.1548
O  0.5231  0.9911  -2.6251
C  0.4173  0.6869  -1.2604
C  1.2542  0.9920  -0.2600
C  1.1777  0.5072  1.0605
C  2.1798  0.4834  2.0593
N  1.8897  0.0256  3.2384
N  0.6456  -0.6808  3.6549
C  -0.1244  -0.8009  2.6948
C  0.0507  -0.2349  1.4037
C  -0.9286  -0.6527  0.4113
C  -0.8576  -0.1265  -0.9530
O  -1.5192  -0.6485  -2.0241
C  -2.4872  -1.7759  -2.0653
H  -1.2013  2.5996  -2.7473
H  -1.7032  0.6146  -2.8222
H  -0.5894  1.5314  -4.3540
H  2.3158  1.5590  0.0848
H  2.7990  1.3455  1.7207
H  -0.9655  -1.2302  3.0245
H  -1.6367  -1.3602  0.6698
H  -2.0584  -2.7316  -1.7269
H  -2.4864  -1.9350  -3.1532
H  -3.3753  -1.8158  -1.3735

natural (NBO) population analysis, charges in e, atoms 1 to 6: number 1, C, carries -0.35; number 2, O, carries -0.52; number 3, C, carries 0.28; number 4, C, carries -0.25; number 5, C, carries -0.08; number 6, C, carries 0.03

Record 3
Below is 2 unconnected molecules or ions with the total composition C10H10N2O2, with properties calculated with ωB97M-V/def2-TZVPD.

Values from the calculation:
- spin multiplicity = 1
- LUMO level (eV) = 0.0007
- E_tot (eV) = -17605.9144

Atoms and positions in Å:
O  0.8777  -1.8617  1.4729
C  1.4739  -0.8504  1.0656
C  1.1960  0.5732  1.2664
C  1.7793  1.4797  0.4399
N  2.8455  1.0955  -0.4422
C  3.3393  -0.1869  -0.5796
O  4.1472  -0.5087  -1.4338
N  2.7177  -1.0420  0.3329
H  0.4500  0.7332  2.0008
H  1.4750  2.5134  0.3565
H  3.0918  1.7870  -1.2703
H  2.7866  -2.0116  -0.0939
C  -2.6080  1.1266  0.1597
C  -1.2704  0.7482  0.2080
C  -0.8435  -0.5325  -0.0554
C  -1.7869  -1.4193  -0.6105
C  -3.1150  -1.0364  -0.8046
C  -3.5584  0.2535  -0.3596
H  -2.8584  2.1342  0.4701
H  -0.4951  1.4650  0.4813
H  0.1939  -0.8625  0.0123
H  -1.4597  -2.4739  -0.8228
H  -3.7864  -1.7515  -1.3475
H  -4.5924  0.6277  -0.4461

natural (NBO) population analysis, charges in e, atoms 1 to 6: number 1, O, carries -0.58; number 2, C, carries 0.62; number 3, C, carries -0.38; number 4, C, carries 0.08; number 5, N, carries -0.62; number 6, C, carries 0.78

Record 4
Below is C10H10N2O2S in the gas phase, with properties calculated with ωB97M-V/def2-TZVPD.

Values from the calculation:
- spin multiplicity = 1
- LUMO level (eV) = -0.4597
- E_tot (eV) = -28440.3295

Atoms and positions in Å:
C  1.3811  1.5883  -3.5721
N  0.7337  1.5132  -2.2238
C  0.4501  0.3443  -1.5537
O  0.1214  -0.6388  -2.2549
C  0.3225  0.6246  -0.2063
C  -0.2116  -0.0784  0.9013
C  -0.0660  0.5083  2.1949
C  -0.3104  -0.1061  3.3725
C  -0.6453  -1.5556  3.4152
C  -0.9496  -2.1578  2.1911
N  -0.6968  -1.4250  0.9975
C  -1.3030  -2.0183  -0.1998
O  0.9122  1.8782  -0.0095
C  1.0123  2.4336  -1.2337
S  1.3637  4.0114  -1.5287
H  1.4362  0.5305  -3.9539
H  2.4168  1.9585  -3.5087
H  0.7683  2.2818  -4.3002
H  0.1933  1.6017  2.2386
H  -0.3897  0.5488  4.2428
H  -0.8094  -2.0461  4.3505
H  -1.3810  -3.1952  2.2691
H  -1.7737  -2.9538  -0.0694
H  -0.5299  -2.3757  -0.8501
H  -2.0453  -1.2725  -0.7087

natural (NBO) population analysis, charges in e, atoms 1 to 6: number 1, C, carries -0.42; number 2, N, carries -0.44; number 3, C, carries 0.58; number 4, O, carries -0.64; number 5, C, carries 0.01; number 6, C, carries 0.23

Record 5
Below is a gas-phase ion, C10H10N3 (charge +1), with properties calculated with ωB97M-V/def2-TZVPD.

Values from the calculation:
- spin multiplicity = 1
- LUMO level (alpha / beta) (eV) = -6.5812 / -6.5823
- E_tot (eV) = -14990.9794
- total charge = +1

Atoms and positions in Å:
C  -3.0666  0.3938  -0.0139
C  -1.6435  0.2541  -0.5789
C  -1.2140  0.7971  -1.7909
C  0.1915  0.7642  -2.1556
C  1.0564  0.1379  -1.3959
C  0.6585  -0.3506  -0.0748
N  1.5516  -1.0135  0.7046
N  2.7261  -1.1108  0.6166
C  3.7853  -0.4952  0.8218
C  3.4208  0.8504  1.1303
N  2.5737  1.6431  1.1597
C  -0.6348  -0.3349  0.2535
C  -1.0723  -0.9428  1.5717
H  -2.9381  0.7461  1.0537
H  -3.5575  1.2522  -0.5143
H  -3.7239  -0.5152  -0.1720
H  -1.9805  1.2830  -2.4388
H  0.4792  1.0280  -3.1542
H  2.0974  0.1254  -1.6462
H  4.8009  -1.1050  0.8166
H  -0.3534  -1.7499  1.8320
H  -1.1416  -0.2471  2.4817
H  -2.0153  -1.4105  1.4932

natural (NBO) population analysis, charges in e, atoms 1 to 6: number 1, C, carries -0.66; number 2, C, carries -0.03; number 3, C, carries -0.03; number 4, C, carries -0.22; number 5, C, carries -0.15; number 6, C, carries 0.02

Record 6
Below is a gas-phase ion, C10H10N3OS (charge +1), with properties calculated with ωB97M-V/def2-TZVPD.

Values from the calculation:
- spin multiplicity = 1
- LUMO level (alpha / beta) (eV) = -5.9959 / -5.9951
- E_tot (eV) = -27876.1399
- total charge = +1

Atoms and positions in Å:
C  -4.6118  0.2602  0.2148
C  -4.0849  0.1280  -1.0421
C  -3.8420  0.0461  1.3470
C  -2.6746  0.1413  -1.1160
C  -2.4864  -0.0751  1.2385
C  -1.9090  -0.0582  -0.0300
C  1.8055  -1.3868  -1.0051
C  2.6172  -0.4796  -0.3019
C  4.3796  0.4624  0.3590
C  -0.4079  -0.0176  -0.1931
N  3.4600  0.7843  1.2122
N  5.6076  0.8364  0.3927
N  2.3100  0.2059  0.7768
O  3.9765  -0.3682  -0.5819
S  0.1542  -1.5086  -1.0399
H  -5.7419  0.2846  0.2988
H  -4.6333  0.2599  -1.8689
H  -4.4474  -0.0304  2.3010
H  -2.1608  0.1664  -2.1432
H  -1.9464  -0.2231  2.0828
H  2.3683  -2.0323  -1.5325
H  -0.1585  0.7486  -0.9326
H  6.0370  1.2723  1.2016
H  6.2353  0.4466  -0.3993
H  0.1535  0.1367  0.7615

natural (NBO) population analysis, charges in e, atoms 1 to 6: number 1, C, carries -0.18; number 2, C, carries -0.18; number 3, C, carries -0.19; number 4, C, carries -0.19; number 5, C, carries -0.19; number 6, C, carries -0.11

Record 7
Below is C10H10N4 in the gas phase, with properties calculated with ωB97M-V/def2-TZVPD.

Values from the calculation:
- spin multiplicity = 1
- LUMO level (eV) = 0.6570
- E_tot (eV) = -16489.3313

Atoms and positions in Å:
C  -0.6270  -2.2342  0.4518
C  -1.4910  -0.8800  0.7269
C  -1.2903  -0.4380  2.0784
N  -1.0977  -0.1859  3.1830
C  -3.0239  -1.0812  0.3723
N  -3.2370  -0.0705  -0.6332
N  -2.2505  0.5242  -0.9654
N  -1.1130  0.1505  -0.1801
C  0.0698  0.8872  -0.1983
C  1.0890  0.6102  0.6437
C  2.2939  1.3750  0.4836
C  2.3497  2.4607  -0.3999
C  1.2851  2.7171  -1.2846
C  0.1984  1.7943  -1.2167
H  0.3872  -2.0466  0.1314
H  -1.0209  -2.7638  -0.3729
H  -0.5155  -2.7810  1.3773
H  -3.1535  -2.0565  -0.1546
H  -3.8267  -1.2545  1.0968
H  0.9459  -0.0637  1.3653
H  3.1495  1.1565  1.1166
H  3.3258  2.8240  -0.5703
H  1.4262  3.3959  -2.0966
H  -0.7474  1.8872  -1.7014

natural (NBO) population analysis, charges in e, atoms 1 to 6: number 1, C, carries -0.59; number 2, C, carries -0.02; number 3, C, carries 0.26; number 4, N, carries -0.29; number 5, C, carries -0.28; number 6, N, carries -0.15

Record 8
Below is C10H10N4O3 in the gas phase, with properties calculated with ωB97M-V/def2-TZVPD.

Values from the calculation:
- spin multiplicity = 1
- LUMO level (eV) = 0.4181
- E_tot (eV) = -22634.0637

Atoms and positions in Å:
C  -4.6830  -1.0418  0.5670
C  -3.3558  -0.2825  0.6104
O  -2.3485  -1.1821  0.2052
C  -1.0556  -0.7744  0.1936
C  -0.1250  -1.7265  -0.2341
C  1.2156  -1.4257  -0.2795
C  1.6556  -0.1602  0.1049
N  3.0247  0.1201  0.0486
C  3.7288  1.2281  0.3987
N  4.9934  1.0070  0.1597
N  5.0680  -0.2243  -0.3327
N  3.9279  -0.7626  -0.4062
C  0.7403  0.7921  0.5295
C  -0.6089  0.4878  0.5745
C  -3.4782  0.9304  -0.3120
O  -3.9023  1.9974  0.0400
O  -3.1040  0.6601  -1.5587
H  -5.4956  -0.3832  0.8595
H  -4.6370  -1.8863  1.2486
H  -4.8557  -1.4132  -0.4397
H  -3.1711  0.0832  1.6316
H  -0.4860  -2.6986  -0.5272
H  1.9406  -2.1523  -0.6095
H  3.3199  2.1272  0.8038
H  1.0636  1.7773  0.8263
H  -1.2977  1.2491  0.9057
H  -3.2262  1.4333  -2.1328

natural (NBO) population analysis, charges in e, atoms 1 to 6: number 1, C, carries -0.61; number 2, C, carries -0.01; number 3, O, carries -0.48; number 4, C, carries 0.31; number 5, C, carries -0.24; number 6, C, carries -0.18

Record 9
Below is C10H10NPS in the gas phase, with properties calculated with ωB97M-V/def2-TZVPD.

Values from the calculation:
- spin multiplicity = 1
- LUMO level (alpha / beta) (eV) = -1.0050 / -1.0104
- E_tot (eV) = -32138.9370

Atoms and positions in Å:
C  2.5621  1.5102  -0.1070
C  1.6871  -0.7104  -0.1354
C  1.3157  2.0675  -0.1130
C  0.3309  -0.1693  -0.2006
C  2.7529  0.0955  -0.1347
C  0.2099  1.1637  -0.2853
C  -3.6434  -1.9676  -0.1341
C  -4.5054  -1.0915  0.6518
C  -2.3569  0.7115  0.3389
C  4.1255  -0.4508  -0.1598
N  -2.5722  -1.6226  -0.5680
P  -4.0580  0.5690  0.3918
S  -1.4430  1.7757  -0.5641
H  3.5654  2.0885  -0.0430
H  1.7424  -1.6991  -0.4679
H  1.1954  3.0920  0.0258
H  -0.5586  -0.7622  -0.4740
H  -3.9571  -3.1044  -0.0632
H  -5.3998  -1.4673  1.1226
H  4.3894  -1.2363  0.4062
H  4.3936  -0.5498  -1.1745
H  4.7729  0.3629  0.1412
H  -4.5485  1.3946  1.5462

natural (NBO) population analysis, charges in e, atoms 1 to 6: number 1, C, carries -0.19; number 2, C, carries -0.20; number 3, C, carries -0.22; number 4, C, carries -0.19; number 5, C, carries -0.01; number 6, C, carries -0.22

Record 10
Below is a gas-phase ion, C10H10NS2 (charge +1), with properties calculated with ωB97M-V/def2-TZVPD.

Values from the calculation:
- spin multiplicity = 1
- LUMO level (alpha / beta) (eV) = -5.6596 / -5.8064
- E_tot (eV) = -33681.4192
- total charge = +1

Atoms and positions in Å:
C  2.8481  1.1218  -0.5934
C  2.7374  2.3658  -0.0303
C  1.7427  0.3851  -0.9199
C  1.5712  2.8986  0.2624
C  0.4488  0.8973  -0.5249
C  0.4327  2.1142  0.0364
C  -2.2073  1.7540  -0.0260
C  -2.8535  -0.7176  -0.7656
C  -1.3996  -0.8294  -0.2914
C  -1.3405  -1.0839  1.1951
N  -0.6683  0.2073  -0.8767
S  -1.2133  2.9608  0.2078
S  -3.5311  0.8488  -0.1784
H  3.7947  0.5860  -0.9088
H  3.5343  3.0774  -0.1185
H  1.7122  -0.5872  -1.4456
H  1.4885  3.8559  0.6702
H  -2.7847  -0.6253  -1.8837
H  -3.4335  -1.5434  -0.2435
H  -1.1928  -1.7873  -0.8029
H  -2.0032  -1.9398  1.2889
H  -1.7032  -0.2230  1.8351
H  -0.3507  -1.3064  1.7821

natural (NBO) population analysis, charges in e, atoms 1 to 6: number 1, C, carries -0.16; number 2, C, carries -0.21; number 3, C, carries -0.18; number 4, C, carries -0.19; number 5, C, carries 0.07; number 6, C, carries -0.15

Record 11
Below is C10H10O2 in the gas phase, with properties calculated with ωB97M-V/def2-TZVPD.

Values from the calculation:
- spin multiplicity = 1
- LUMO level (eV) = 0.6006
- E_tot (eV) = -14622.1868

Atoms and positions in Å:
C  -0.4018  2.3250  2.0664
C  -1.2811  2.4953  0.8761
C  -0.5781  2.2111  -0.3636
O  -1.0959  2.0279  -1.6712
C  0.1011  1.2586  -1.2930
C  0.3418  -0.1014  -1.4549
C  -0.4792  -1.0184  -2.1635
C  -0.1542  -2.3624  -2.2652
C  1.0288  -2.7981  -1.6947
C  1.9099  -1.9305  -1.0294
C  1.5850  -0.5498  -0.9139
O  0.7842  2.4024  -0.7832
H  -0.9381  2.2308  3.0868
H  0.2848  3.2770  2.0880
H  0.2619  1.4603  2.0960
H  -1.6318  3.6464  0.8164
H  -2.0847  1.7211  1.0684
H  -1.3031  -0.6461  -2.7389
H  -0.8592  -2.9949  -2.7407
H  1.2909  -3.8233  -1.9243
H  2.7072  -2.5049  -0.5809
H  2.2963  0.1641  -0.5417

natural (NBO) population analysis, charges in e, atoms 1 to 6: number 1, C, carries -0.61; number 2, C, carries -0.47; number 3, C, carries 0.48; number 4, O, carries -0.49; number 5, C, carries 0.45; number 6, C, carries -0.12

Record 12
Below is C10H10O3 in the gas phase, with properties calculated with ωB97M-V/def2-TZVPD.

Values from the calculation:
- spin multiplicity = 1
- LUMO level (eV) = -0.2658
- E_tot (eV) = -16673.0671

Atoms and positions in Å:
C  -3.7087  -1.0263  0.7473
O  -2.8457  -1.0695  -0.3936
C  -1.6517  -0.3885  -0.2581
C  -0.4723  -1.1248  -0.2503
C  0.7732  -0.4836  -0.1464
C  1.9423  -1.3754  -0.1248
C  3.2775  -1.1614  -0.0027
C  4.0914  0.0745  0.1689
O  3.7320  1.2306  0.2538
C  0.8003  0.9118  -0.0447
C  -0.3846  1.6479  -0.0177
C  -1.6326  1.0048  -0.1390
O  -2.8053  1.6767  -0.1633
H  -3.1863  -1.3732  1.6585
H  -4.1320  -0.0284  0.8963
H  -4.5230  -1.7009  0.4979
H  -0.5627  -2.1980  -0.2890
H  1.6471  -2.4273  -0.2378
H  3.9126  -2.0456  -0.0647
H  5.1816  -0.1852  0.2606
H  1.7534  1.4244  0.0880
H  -0.3335  2.7431  0.1250
H  -2.6130  2.6136  -0.1039

natural (NBO) population analysis, charges in e, atoms 1 to 6: number 1, C, carries -0.25; number 2, O, carries -0.53; number 3, C, carries 0.28; number 4, C, carries -0.21; number 5, C, carries -0.13; number 6, C, carries -0.07